(1)
C22H66O11 | ωB97M-V/def2-TZVPD

Summary:
E_LUMO (eV): 0.05
Structure (SMILES): CCO.CCO.CCO.CCO.CCO.CCO.CCO.CCO.CCO.CCO.CCO
Frontier orbital gap (Ha): 0.372

```
! RIJCOSX wB97M-V def2-TZVPD def2/J DEFGRID3
* xyz 0 1
C -0.79 -5.47 -3.56
C -1.10 -4.48 -4.68
O -0.05 -4.49 -5.63
H -1.64 -5.52 -2.88
H 0.03 -5.15 -2.92
H -0.62 -6.47 -3.97
H -1.32 -3.48 -4.33
H -2.03 -4.82 -5.14
H 0.68 -4.10 -5.15
C 1.03 6.03 3.30
C 0.47 4.65 2.96
O -0.91 4.58 3.23
H 1.03 6.30 4.35
H 0.51 6.83 2.77
H 2.06 6.05 2.96
H 0.94 3.95 3.65
H 0.75 4.32 1.96
H -1.19 3.69 3.02
C 0.02 0.14 -0.69
C -1.50 0.05 -0.35
O -1.73 0.40 1.00
H 0.63 -0.48 -0.03
H 0.37 1.17 -0.71
H 0.26 -0.29 -1.66
H -1.80 -0.98 -0.57
H -2.09 0.78 -0.89
H -1.55 -0.36 1.55
C -6.42 1.48 4.16
C -6.38 2.36 5.38
O -7.05 3.57 5.09
H -5.90 0.53 4.32
H -5.97 2.00 3.32
H -7.46 1.31 3.90
H -5.38 2.55 5.77
H -6.86 1.80 6.18
H -6.46 4.15 4.59
C 5.51 3.12 0.15
C 5.16 1.88 0.95
O 6.21 1.46 1.81
H 6.04 3.85 0.75
H 4.68 3.65 -0.30
H 6.17 2.83 -0.67
H 4.95 1.01 0.33
H 4.30 2.13 1.57
H 5.94 0.66 2.27
C 6.57 -4.19 -0.18
C 5.16 -4.67 0.02
O 4.75 -5.14 -1.22
H 7.16 -4.92 -0.75
H 7.01 -4.00 0.80
H 6.60 -3.31 -0.82
H 4.59 -3.79 0.30
H 5.27 -5.42 0.81
H 5.34 -5.86 -1.49
C 4.08 -0.53 -5.86
C 4.59 -1.52 -4.84
O 3.53 -2.26 -4.39
H 3.25 0.09 -5.51
H 3.58 -1.03 -6.69
H 4.87 0.12 -6.21
H 4.92 -0.94 -3.98
H 5.42 -2.12 -5.21
H 3.81 -2.98 -3.82
C 1.71 -0.62 5.91
C 1.98 -1.12 7.34
O 3.21 -1.77 7.40
H 1.67 -1.36 5.10
H 2.53 0.03 5.60
H 0.79 -0.04 5.81
H 1.25 -1.87 7.64
H 1.90 -0.30 8.05
H 3.43 -1.90 8.33
C -1.10 1.68 -6.51
C -1.40 2.34 -7.85
O -1.80 3.65 -7.53
H -2.03 1.43 -5.99
H -0.47 2.33 -5.92
H -0.53 0.76 -6.63
H -2.26 1.86 -8.32
H -0.55 2.34 -8.54
H -2.05 3.98 -8.39
C -2.87 -4.75 2.22
C -2.64 -4.48 3.67
O -2.10 -3.15 3.77
H -3.42 -5.66 1.99
H -1.90 -4.90 1.74
H -3.30 -3.86 1.77
H -1.97 -5.24 4.08
H -3.59 -4.62 4.19
H -2.30 -2.85 4.66
C -5.26 4.60 -1.06
C -6.53 3.70 -1.06
O -7.36 4.08 -2.14
H -5.57 5.65 -1.00
H -4.68 4.43 -1.96
H -4.63 4.43 -0.18
H -7.12 3.78 -0.14
H -6.20 2.67 -1.21
H -6.88 4.05 -2.97
*
```

---

(2)
C22H66O11 | ωB97M-V/def2-TZVPD

Summary:
E_LUMO (eV): 0.18
Structure (SMILES): CCO.CCO.CCO.CCO.CCO.CCO.CCO.CCO.CCO.CCO.CCO
Frontier orbital gap (Ha): 0.367

```
! RIJCOSX wB97M-V def2-TZVPD def2/J DEFGRID3
* xyz 0 1
C 0.13 37.71 34.11
C 0.68 39.04 33.48
O 2.10 38.94 33.16
H -0.81 37.81 34.65
H 0.82 37.16 34.75
H 0.13 36.95 33.33
H 0.58 39.84 34.22
H 0.05 39.25 32.61
H 2.29 38.12 32.70
C 1.93 27.71 28.17
C 1.39 27.60 29.58
O 1.95 28.60 30.32
H 1.75 28.69 27.72
H 1.38 27.08 27.48
H 3.01 27.58 28.06
H 1.66 26.64 30.02
H 0.31 27.55 29.63
H 2.91 28.54 30.34
C -8.54 34.17 31.66
C -8.69 34.87 33.01
O -7.79 34.31 33.91
H -7.50 34.09 31.34
H -8.92 34.90 30.93
H -8.93 33.16 31.53
H -9.72 34.84 33.36
H -8.42 35.91 32.83
H -7.51 35.03 34.48
C -0.25 25.93 38.84
C 1.12 26.68 39.24
O 0.95 27.97 38.58
H -1.11 26.49 39.22
H -0.31 24.98 39.38
H -0.39 25.77 37.78
H 1.95 26.16 38.77
H 1.27 26.80 40.31
H 0.84 27.91 37.63
C -2.10 31.18 33.14
C -2.36 29.86 33.79
O -1.15 29.23 34.20
H -1.41 30.95 32.34
H -1.55 31.77 33.87
H -3.02 31.65 32.79
H -2.84 29.14 33.13
H -3.08 29.95 34.59
H -0.59 28.98 33.46
C -5.73 31.63 25.91
C -4.39 31.22 26.50
O -4.45 30.58 27.76
H -6.46 30.83 25.86
H -5.60 32.00 24.89
H -6.11 32.42 26.56
H -3.75 32.09 26.66
H -3.79 30.56 25.88
H -4.56 29.64 27.59
C -10.54 27.25 30.28
C -9.11 27.33 29.77
O -8.30 27.38 30.91
H -11.31 27.28 29.51
H -10.76 27.95 31.09
H -10.68 26.31 30.82
H -8.98 28.25 29.20
H -8.83 26.48 29.15
H -7.35 27.45 30.75
C 2.09 35.15 29.19
C 3.35 34.53 29.80
O 3.65 35.09 31.02
H 1.89 35.12 28.12
H 2.08 36.22 29.43
H 1.25 34.74 29.75
H 4.19 34.90 29.21
H 3.50 33.46 29.71
H 4.56 34.89 31.24
C 5.93 26.43 34.00
C 7.22 27.05 33.63
O 7.30 27.12 32.23
H 5.83 25.39 33.69
H 5.11 26.97 33.52
H 5.79 26.44 35.09
H 8.05 26.48 34.06
H 7.34 28.03 34.08
H 8.10 27.58 31.97
C -3.08 33.09 39.31
C -3.03 32.23 40.56
O -4.29 32.34 41.16
H -3.70 32.72 38.50
H -2.05 33.06 38.95
H -3.19 34.14 39.60
H -2.28 32.66 41.22
H -2.86 31.19 40.29
H -5.03 32.16 40.59
C -9.98 28.79 36.37
C -8.92 29.38 37.33
O -9.06 30.80 37.43
H -9.74 27.90 35.79
H -10.23 29.49 35.57
H -10.81 28.65 37.06
H -7.85 29.24 37.14
H -8.98 28.75 38.22
H -8.85 31.22 36.59
*
```

---

(3)
C22H66O11 | ωB97M-V/def2-TZVPD

Summary:
E_LUMO (eV): 0.25
Structure (SMILES): CCO.CCO.CCO.CCO.CCO.CCO.CCO.CCO.CCO.CCO.CCO
Frontier orbital gap (Ha): 0.351

```
! RIJCOSX wB97M-V def2-TZVPD def2/J DEFGRID3
* xyz 0 1
C 1.03 3.38 3.08
C 1.83 4.52 3.60
O 1.36 5.63 3.03
H 0.01 3.76 3.57
H 1.26 2.41 3.58
H 0.59 3.38 2.01
H 2.86 4.56 3.22
H 2.03 4.39 4.67
H 2.01 6.24 3.28
C -5.37 0.59 -0.07
C -3.94 0.20 -0.56
O -3.14 -0.35 0.41
H -5.47 1.12 0.89
H -5.68 -0.35 -0.06
H -5.82 1.09 -0.76
H -3.50 1.10 -1.03
H -4.09 -0.38 -1.41
H -2.29 -0.60 -0.07
C 2.86 1.93 -0.79
C 3.29 2.18 0.66
O 4.68 1.93 0.80
H 1.77 1.89 -0.95
H 3.13 0.96 -1.29
H 3.51 2.56 -1.45
H 2.73 1.58 1.29
H 3.24 3.28 0.97
H 4.99 1.99 1.79
C 0.02 0.21 0.67
C 0.40 -0.88 -0.27
O -0.78 -1.15 -1.01
H -0.61 0.96 0.32
H 0.76 0.79 1.12
H -0.34 -0.32 1.56
H 0.76 -1.69 0.19
H 1.22 -0.65 -0.98
H -0.79 -2.05 -1.55
C -2.64 4.60 2.86
C -2.72 3.13 2.72
O -4.03 2.59 2.54
H -3.19 5.13 2.13
H -1.49 4.96 2.78
H -3.29 5.02 3.79
H -2.21 2.75 3.52
H -2.02 2.53 2.06
H -4.11 1.65 2.81
C 2.94 -2.50 4.58
C 1.57 -1.72 4.53
O 0.52 -2.61 5.01
H 2.85 -3.45 4.30
H 3.18 -2.66 5.68
H 3.86 -2.04 4.15
H 1.28 -1.50 3.47
H 1.61 -0.74 5.11
H -0.27 -2.18 5.05
C 3.35 -1.14 -3.43
C 4.79 -1.38 -2.84
O 4.97 -2.77 -3.07
H 3.32 -1.19 -4.46
H 2.84 0.00 -3.10
H 2.61 -1.72 -3.33
H 4.51 -1.02 -1.82
H 5.60 -0.86 -3.21
H 5.71 -2.89 -2.62
C 1.98 -4.64 -1.52
C 1.21 -4.53 -2.81
O 0.34 -3.43 -2.76
H 2.75 -3.83 -1.23
H 2.46 -5.49 -1.73
H 1.42 -4.90 -0.58
H 0.96 -5.61 -3.00
H 1.82 -4.45 -3.63
H 0.51 -3.01 -3.62
C -1.25 -4.07 1.56
C -2.71 -3.68 2.13
O -3.52 -4.86 2.28
H -1.12 -5.09 0.87
H -0.45 -4.18 2.31
H -1.08 -3.28 0.88
H -3.38 -3.05 1.30
H -2.67 -3.09 3.04
H -4.49 -4.79 2.52
C -0.71 3.64 -2.82
C -1.85 3.69 -1.82
O -2.06 5.02 -1.27
H 0.23 4.00 -2.35
H -0.88 4.30 -3.73
H -0.50 2.39 -3.06
H -1.56 3.08 -0.90
H -2.61 3.38 -2.32
H -1.33 5.03 -0.73
C -2.32 -1.13 -4.17
C -1.53 -1.26 -5.48
O -0.73 -2.41 -5.25
H -1.65 -0.93 -3.49
H -2.64 -2.13 -4.13
H -3.06 -0.63 -4.12
H -0.98 -0.32 -5.87
H -2.44 -1.54 -6.11
H -0.22 -2.36 -6.08
*
```

---

(4)
C22H66O11 | ωB97M-V/def2-TZVPD

Summary:
E_LUMO (spin up / spin down) (eV): -2.29 / -9.03
Frontier orbital gap (spin up / spin down) (Ha): 0.345 / 0.097

```
! RIJCOSX wB97M-V def2-TZVPD def2/J DEFGRID3
* xyz 1 2
C -14.60 17.92 0.08
C -14.64 16.63 0.85
O -16.04 16.29 1.04
H -13.75 17.93 -0.60
H -14.47 18.76 0.76
H -15.43 18.04 -0.62
H -14.19 16.81 1.82
H -14.06 15.85 0.35
H -16.28 16.76 1.84
C -16.12 16.54 5.22
C -17.18 17.44 4.40
O -17.48 16.90 3.18
H -16.04 17.02 6.19
H -15.14 16.74 4.78
H -16.50 15.53 5.39
H -16.77 18.40 4.11
H -17.98 17.62 5.11
H -17.45 17.65 2.59
C -12.80 13.77 2.09
C -13.23 13.98 3.47
O -12.24 14.62 4.22
H -12.43 14.69 1.62
H -13.59 13.44 1.41
H -12.05 12.99 2.01
H -13.51 13.08 4.01
H -14.14 14.58 3.58
H -12.74 14.85 5.01
C -16.56 15.46 -3.23
C -17.00 15.82 -4.70
O -16.51 14.85 -5.69
H -16.41 14.38 -3.28
H -17.46 15.51 -2.63
H -15.80 16.10 -2.78
H -16.77 16.83 -5.04
H -18.08 15.81 -4.78
H -16.85 15.17 -6.53
C -15.66 21.39 3.21
C -15.00 22.43 2.24
O -14.83 23.72 2.83
H -16.74 21.51 3.24
H -15.28 21.48 4.23
H -15.44 20.37 2.92
H -15.67 22.51 1.39
H -14.10 22.08 1.75
H -13.91 23.92 2.60
C -12.15 18.33 5.01
C -12.70 19.64 5.36
O -12.78 20.39 4.18
H -12.66 17.94 4.14
H -12.17 17.62 5.83
H -11.16 18.26 4.56
H -12.04 20.26 5.98
H -13.67 19.42 5.79
H -11.96 20.28 3.70
C -16.82 13.19 0.30
C -17.58 13.58 1.53
O -18.37 14.69 1.15
H -16.14 14.01 0.08
H -17.39 12.92 -0.59
H -16.12 12.37 0.38
H -16.94 13.92 2.34
H -18.18 12.81 2.00
H -17.89 15.52 1.10
C -19.22 20.39 1.84
C -18.34 19.76 0.75
O -17.80 18.59 1.11
H -18.75 20.27 2.82
H -20.18 19.88 1.89
H -19.27 21.47 1.78
H -17.49 20.36 0.40
H -18.90 19.67 -0.18
H -17.59 18.10 0.31
C -13.49 21.27 -2.36
C -13.82 22.66 -1.79
O -15.25 22.75 -1.95
H -13.94 20.51 -1.72
H -12.43 21.06 -2.43
H -13.65 21.10 -3.42
H -13.35 23.56 -2.20
H -13.71 22.66 -0.70
H -15.60 23.58 -1.62
C -11.64 20.34 0.69
C -10.45 19.85 1.56
O -10.45 20.58 2.77
H -12.63 19.98 0.97
H -11.58 19.91 -0.31
H -11.68 21.42 0.57
H -9.44 20.01 1.18
H -10.62 18.78 1.60
H -9.66 20.23 3.19
C -12.72 14.63 -2.64
C -13.48 13.42 -2.46
O -12.79 12.41 -1.70
H -11.71 14.38 -2.98
H -12.61 15.00 -1.62
H -13.12 15.26 -3.43
H -13.84 13.10 -3.43
H -14.30 13.69 -1.78
H -12.14 12.02 -2.28
*
```